Run 1
Formula: C4H11N2S
Source: the OMol25 dataset
Level of theory: wB97M-V/def2-TZVPD

```
18
Properties=species:S:1:pos:R:3
H 1.218 -0.456 1.669
H -4.101 -0.628 -0.357
H -2.481 -1.356 -0.644
C -0.011 -0.134 -0.033
S 2.783 -0.503 -0.195
H -0.044 -1.202 -0.255
H -1.301 -0.548 1.655
H 1.444 1.130 0.942
H -0.213 1.590 -1.057
H 0.797 0.508 -1.731
C -3.056 -0.446 -0.626
C 1.311 0.072 0.709
H -0.870 1.170 1.413
H -3.108 -0.020 -1.636
H -2.858 1.391 0.275
C -1.185 0.248 0.919
N -2.455 0.477 0.295
N -0.112 0.609 -1.287
```

* LUMO level: 3.66 eV
* highest occupied orbital energy: -2.40 eV
* total charge: -1
* Kohn-Sham gap: 6.06 eV
* SMILES: CNC[C@@H](N)C[S-]

***

Run 2
Formula: C4H11N2S
Source: the OMol25 dataset
Level of theory: wB97M-V/def2-TZVPD

```
18
Properties=species:S:1:pos:R:3
H -1.385 1.506 0.413
H -2.208 -1.140 -0.475
H -3.839 -0.892 1.338
C -3.017 -0.190 1.201
H -3.471 0.792 1.343
C 1.235 0.947 -0.290
H 1.173 1.136 -1.369
H 1.091 1.950 0.123
H 0.032 -0.281 1.023
C 0.036 0.010 -0.029
N 0.159 -1.257 -0.753
H -1.460 1.221 -1.261
S 2.835 0.087 0.096
H -2.288 -0.335 2.006
C -1.305 0.686 -0.318
N -2.438 -0.224 -0.126
H 0.268 -1.138 -1.751
H 1.083 -1.592 -0.472
```

* LUMO level: 3.72 eV
* highest occupied orbital energy: -2.55 eV
* total charge: -1
* Kohn-Sham gap: 6.27 eV
* SMILES: CNC[C@@H](N)C[S-]

***

Run 3
Formula: C4H11N2S
Source: the OMol25 dataset
Level of theory: wB97M-V/def2-TZVPD

```
18
Properties=species:S:1:pos:R:3
H 1.673 -1.124 1.657
H -2.494 0.702 -0.795
H 1.816 0.620 1.689
C -0.843 -0.779 0.843
S -2.641 -0.589 0.990
H -1.632 2.045 -1.376
N 1.420 -0.009 -0.200
H -0.006 1.172 0.545
C -0.609 0.397 -1.445
N -1.895 1.097 -1.633
H 3.149 -0.450 0.921
H -0.663 -0.554 -2.014
H 1.472 -0.880 -0.745
C -0.030 0.208 -0.001
C 2.084 -0.264 1.092
H 0.199 1.037 -1.808
H -0.652 -1.816 0.463
H -0.348 -0.815 1.816
```

* LUMO level: 3.75 eV
* highest occupied orbital energy: -2.68 eV
* total charge: -1
* Kohn-Sham gap: 6.42 eV
* SMILES: CN[C@@H](CN)C[S-]

***

It comes down to run 2, which is 17.5 kJ/mol more stable than the next structure.

***

Run 1
Formula: C4H11N2S
Source: the OMol25 dataset
Level of theory: wB97M-V/def2-TZVPD

```
18
Properties=species:S:1:pos:R:3
H -0.697 1.065 -0.157
H 1.349 -1.163 0.040
N 0.503 -0.605 -1.775
H 0.138 0.745 1.303
H -2.979 -1.195 1.658
H -0.771 -1.632 1.029
C 0.946 -0.256 -0.422
H 2.340 0.960 0.643
C -2.455 -0.355 1.216
S 3.505 0.351 -1.427
C 2.070 0.792 -0.404
H 1.649 1.741 -0.776
N -1.192 -0.779 0.709
H -0.063 0.165 -2.128
H 1.352 -0.551 -2.348
H -2.377 0.406 2.012
H -3.086 0.077 0.429
C -0.231 0.236 0.398
```

* LUMO level: 3.47 eV
* highest occupied orbital energy: -2.44 eV
* total charge: -1
* Kohn-Sham gap: 5.91 eV
* SMILES: CNC[C@@H](N)C[S-]

***

Run 2
Formula: C4H11N2S
Source: the OMol25 dataset
Level of theory: wB97M-V/def2-TZVPD

```
18
Properties=species:S:1:pos:R:3
S -1.729 -1.419 -1.160
H -2.067 0.817 1.134
H 1.041 -0.858 -2.223
N -1.620 1.561 1.673
H -0.905 2.891 0.305
H 0.129 -2.252 0.164
H 1.114 -0.362 0.894
H 0.175 -3.083 -1.375
H -0.891 0.523 -0.513
H -1.262 0.940 2.404
C -0.456 1.995 0.856
C 1.134 -1.077 -1.144
N -0.077 1.000 -0.094
H 2.044 -1.662 -1.067
H 2.013 0.589 -0.181
H 0.367 2.455 1.379
C 1.024 0.081 -0.142
C -0.033 -2.139 -0.911
```

* LUMO level: 4.04 eV
* highest occupied orbital energy: -2.67 eV
* total charge: -1
* Kohn-Sham gap: 6.71 eV
* SMILES: NCNCCC[S-]

***

It comes down to run 1, which is 88.0 kJ/mol more stable than the next structure.

***

Run 1
Formula: C7H11N2S
Source: the OMol25 dataset
Level of theory: wB97M-V/def2-TZVPD

```
21
Properties=species:S:1:pos:R:3
H -1.388 -1.045 -0.259
C -0.175 -1.812 1.221
H 2.019 2.998 -0.117
H -2.621 -2.687 3.066
H 1.382 -0.590 -0.670
C -0.410 1.262 -2.486
C -1.865 -3.095 2.508
H -0.042 1.678 0.641
H 2.224 1.353 0.795
S -0.120 -0.506 -2.404
C 0.472 1.587 -0.205
N -1.155 -2.158 2.028
H 0.934 -1.740 1.361
C -0.292 2.019 -1.414
C 0.405 -0.378 -0.655
H -0.888 1.794 -3.321
H -0.783 2.953 -1.562
N -0.511 -1.083 0.174
C 1.964 1.886 -0.076
H -1.628 -4.148 2.330
H 2.479 1.712 -0.956
```

* LUMO level: -4.76 eV
* highest occupied orbital energy: -11.97 eV
* total charge: +1
* Kohn-Sham gap: 7.21 eV

***

Run 2
Formula: C7H11N2S
Source: the OMol25 dataset
Level of theory: wB97M-V/def2-TZVPD

```
21
Properties=species:S:1:pos:R:3
H 3.126 0.468 1.856
C -0.695 0.029 1.344
H -2.653 1.663 2.030
H 4.225 1.154 0.591
C -2.989 1.045 1.151
N 2.972 -0.144 -1.291
H -3.875 0.548 1.505
C -1.020 -1.605 -0.856
H -2.759 -0.526 -1.265
S 0.689 -0.912 1.067
H -1.471 -2.322 -1.551
C -1.993 -0.626 -0.597
H -0.615 0.683 2.270
N 3.343 0.689 0.887
H 3.840 0.327 -1.526
C -1.876 0.233 0.520
H -3.368 1.862 0.569
C 2.595 0.136 -0.024
H 2.466 -0.320 -2.146
C 0.162 -1.841 -0.240
H 0.886 -2.645 -0.442
```

* LUMO level (alpha / beta): -4.02 / -4.02 eV
* highest occupied orbital energy (alpha / beta): -11.50 / -11.50 eV
* total charge: +1
* Kohn-Sham gap (alpha / beta): 7.49 / 7.49 eV

***

It comes down to run 2, which is 153.9 kJ/mol more stable than the next structure.

***

Run 1
Formula: C2H8N2S2
Source: the OMol25 dataset
Level of theory: wB97M-V/def2-TZVPD

```
14
Properties=species:S:1:pos:R:3
S 2.137 -0.767 -1.049
C -0.516 0.391 0.693
H -2.286 -0.332 0.174
H 1.276 -1.157 -2.047
N 1.217 -1.410 0.149
S 0.588 -2.952 0.339
H 1.164 -3.331 1.457
C 0.530 1.523 0.690
N -1.714 0.580 0.142
H -0.261 -0.607 1.023
H 0.827 1.706 -0.349
H 1.302 1.196 1.388
H 0.134 2.410 0.900
H -1.942 1.023 -0.719
```

* LUMO level (alpha / beta): -0.33 / 0.20 eV
* highest occupied orbital energy (alpha / beta): -6.29 / -6.81 eV
* total charge: 0
* Kohn-Sham gap (alpha / beta): 5.96 / 7.01 eV

***

Run 2
Formula: C2H8N2S2
Source: the OMol25 dataset
Level of theory: wB97M-V/def2-TZVPD

```
14
Properties=species:S:1:pos:R:3
H 0.452 0.407 3.383
N 1.193 0.627 -0.909
H -3.429 -0.080 1.484
H 0.980 -0.579 1.894
H 2.046 0.424 -2.804
H -0.713 -0.794 -2.405
H -0.252 0.874 1.827
S -2.844 -0.041 2.742
S -1.177 -1.254 2.285
H 0.283 -0.367 -3.896
C 1.099 0.296 -2.216
C 0.113 -0.010 2.317
H 2.176 0.894 -0.842
N 0.072 -0.397 -2.860
```

* LUMO level: 0.68 eV
* highest occupied orbital energy: -8.56 eV
* total charge: 0
* Kohn-Sham gap: 9.24 eV
* SMILES: [H]/N=C/N.CSS

***

It comes down to run 2, which is 315.4 kJ/mol more stable than the next structure.

***

Run 1
Formula: C4H13NO2
Source: the OMol25 dataset
Level of theory: wB97M-V/def2-TZVPD

```
20
Properties=species:S:1:pos:R:3
H -0.318 0.535 -1.908
H 0.502 -6.114 -0.032
H 3.128 1.628 -0.859
O 0.398 -5.270 -0.525
O -2.487 0.830 0.870
H -0.049 -0.233 0.122
H 1.409 1.771 1.439
C 1.231 1.541 0.374
C -1.123 1.084 1.199
H 2.826 0.007 -0.092
H -2.456 0.924 -0.104
H 1.162 2.496 -0.127
N -0.588 1.145 -1.215
H -1.018 2.179 1.225
C 2.338 0.873 -0.443
H 1.307 -5.154 -0.753
H -0.428 2.125 -1.672
C -0.137 0.855 0.144
H 1.837 0.591 -1.312
H -0.928 0.629 2.170
```

* LUMO level: 0.76 eV
* highest occupied orbital energy: -9.45 eV
* total charge: 0
* Kohn-Sham gap: 10.21 eV
* SMILES: CC[C@H](N)CO.O

***

Run 2
Formula: C4H13NO2
Source: the OMol25 dataset
Level of theory: wB97M-V/def2-TZVPD

```
20
Properties=species:S:1:pos:R:3
C -0.641 -0.312 1.632
H 0.324 0.314 -4.296
C 1.035 0.844 0.151
H -0.728 -1.123 0.913
H -2.045 -0.205 3.335
H -0.011 -1.416 -2.279
C -1.095 -0.663 3.053
H -0.569 1.675 -0.838
H 1.272 -0.190 -0.106
C 0.131 0.740 1.349
O -0.009 -2.013 -1.507
H 1.959 1.356 0.419
H -1.241 -1.744 2.987
H -0.084 1.692 1.834
H 0.828 2.299 -1.300
H -0.313 -0.508 3.788
N 0.388 1.416 -1.057
H 0.288 0.744 -2.814
O 0.244 -0.043 -3.404
H 0.268 -2.864 -1.861
```

* LUMO level: 0.86 eV
* highest occupied orbital energy: -8.90 eV
* total charge: 0
* Kohn-Sham gap: 9.76 eV
* SMILES: C/C=C/CN.O.O

***

It comes down to run 2, which is 36.1 kJ/mol more stable than the next structure.

***

Run 1
Formula: C2H12N2O3
Source: the OMol25 dataset
Level of theory: wB97M-V/def2-TZVPD

```
19
Properties=species:S:1:pos:R:3
H -1.535 -1.355 -2.704
O -1.971 -2.204 -2.643
O -1.476 -3.779 -5.219
H 1.874 3.674 0.499
O 2.667 -2.669 3.043
C 0.353 2.096 1.638
H -0.991 1.009 0.619
H -1.187 -4.332 -4.455
N 1.141 4.259 0.900
H -1.565 1.435 2.070
H 1.546 4.993 1.475
H -1.886 -4.575 -5.642
H -2.272 -2.450 -3.519
H -0.274 4.033 2.373
N -0.731 1.123 1.588
H 1.278 1.513 1.581
H 2.966 -3.550 3.310
C 0.262 3.433 1.629
H 1.801 -2.653 3.456
```

* LUMO level: 0.79 eV
* highest occupied orbital energy: -7.70 eV
* total charge: 0
* Kohn-Sham gap: 8.49 eV
* SMILES: N/C=C/N.O.O.O

***

Run 2
Formula: C2H12N2O3
Source: the OMol25 dataset
Level of theory: wB97M-V/def2-TZVPD

```
19
Properties=species:S:1:pos:R:3
O 0.101 1.931 -2.862
C 0.680 0.829 0.802
H -2.904 -0.037 -0.296
H 1.044 -2.008 1.208
H -1.536 0.160 0.536
H 1.053 1.871 -3.133
C 0.978 -0.352 0.204
O -0.938 -2.798 1.008
N 1.761 -1.396 0.748
H 0.469 -0.586 -0.734
H -1.445 -2.119 0.423
N 0.417 2.026 0.084
H 0.951 2.386 -0.683
H 2.411 -1.032 1.436
O -2.151 -0.462 0.141
H -0.279 1.095 -3.142
H -1.558 -3.218 1.624
H 0.335 2.775 0.760
H 0.612 0.937 1.877
```

* LUMO level: 0.65 eV
* highest occupied orbital energy: -7.40 eV
* total charge: 0
* Kohn-Sham gap: 8.05 eV
* SMILES: N/C=C/N.O.O.O

***

It comes down to run 2, which is 70.9 kJ/mol more stable than the next structure.